No. 1
C30H33FN4O3OsS2 | ωB97M-V/def2-TZVPD

Structure (XYZ):
```
74
Properties=species:S:1:pos:R:3
Os -0.91591 0.15237 -0.44381
C 4.07699 -0.75283 2.87589
C 2.95179 -0.39253 1.88789
C 1.61659 -0.39793 2.65199
C 2.85829 -1.30533 0.64149
C 3.66059 -2.46623 0.56269
C 3.55689 -3.34473 -0.50291
C 2.64209 -3.11533 -1.51401
C 1.80429 -1.98393 -1.50391
C 0.82949 -1.87153 -2.67771
C -0.57901 -2.33073 -2.27321
C 0.82459 -0.50413 -3.37601
C 1.93309 -1.04393 -0.42941
N 1.17469 0.15737 -0.44381
C 1.78129 1.48107 -0.50031
C 3.15329 1.76797 -0.61341
C 3.57519 3.10667 -0.64941
C 2.63269 4.15557 -0.58891
C 1.26359 3.86527 -0.50831
C 0.88369 2.53017 -0.47431
F -0.31721 1.97887 -0.44381
H 4.10229 -0.02303 3.71219
H 5.06269 -0.71363 2.36759
H 3.91979 -1.76363 3.31439
H 3.17299 0.64377 1.58599
H 1.38469 -1.42493 3.00959
H 0.77809 -0.04773 2.02219
H 1.67399 0.27937 3.53139
H 4.37669 -2.72733 1.32589
H 4.18259 -4.22803 -0.53561
H 2.58259 -3.84213 -2.31401
H 1.13529 -2.59773 -3.46391
H -1.01721 -1.71113 -1.48271
H -0.53341 -3.37383 -1.89231
H -1.25701 -2.31553 -3.15201
H 0.41099 0.29627 -2.73721
H 0.18599 -0.55133 -4.28311
H 1.85589 -0.23423 -3.68851
H 3.88789 0.97407 -0.66531
H 4.62899 3.33937 -0.72371
H 2.96649 5.18387 -0.61881
H 0.52439 4.65667 -0.48251
C 0.80889 1.40597 2.48159
C -0.38981 0.53477 2.61119
N -1.06461 0.04427 1.59429
C -2.11201 -0.71703 2.06229
C -2.23301 -0.80493 3.43089
S -0.98031 0.10557 4.17049
C -2.94311 -1.32103 1.03469
C -4.05011 -2.12563 1.18359
S -4.64721 -2.55963 -0.36531
C -3.38641 -1.64323 -1.09561
N -2.56441 -1.04573 -0.26001
C -3.26861 -1.55763 -2.57661
H 1.04479 1.57747 1.42639
H 1.68129 0.93987 2.95029
H 0.63479 2.37967 2.95029
H -2.96481 -1.33693 4.01959
H -4.52661 -2.47203 2.08809
H -4.04881 -2.12463 -3.09391
H -2.29721 -1.94783 -2.89651
H -3.33991 -0.51323 -2.89651
O -3.11871 1.23547 -2.66391
C -3.30301 1.63657 -1.51841
C -4.44111 2.54297 -1.17951
C -4.27791 2.76757 0.29189
C -3.06451 1.96477 0.63079
O -2.62601 1.91337 1.77629
N -2.57141 1.35567 -0.44381
H -5.39271 2.05567 -1.41271
H -4.35991 3.47667 -1.74421
H -5.14091 2.40207 0.85659
H -4.10811 3.82307 0.52509
O -0.37991 -1.49733 -0.44381
```

HOMO-LUMO gap (spin up / spin down)   0.1384 / 0.1797 Ha
Multiplicity   5
E_HOMO (spin up / spin down)   -3.5713 / -7.0584 eV
Expectation value of S²   6.05
Calculated total energy   -2593.9576 Eh

Here are the Mulliken charges for atoms 1 to 4, given in e:
1 Os 2.38
2 C -2.20
3 C 1.52
4 C -1.09


No. 2
C30H33InN4O | ωB97M-V/def2-TZVPD

Structure (XYZ):
```
69
Properties=species:S:1:pos:R:3
In 9.55648 -12.80587 -5.55762
O 8.55569 -14.86455 -6.76909
C 8.45311 -16.10456 -6.03795
C 7.53860 -16.01539 -4.82083
C 7.88235 -15.01386 -3.64373
C 9.35575 -15.00313 -3.17084
C 9.84574 -15.88120 -2.18144
C 11.15363 -15.75515 -1.71879
C 11.98605 -14.76197 -2.28187
C 11.49021 -13.96437 -3.29711
N 10.20980 -14.01627 -3.66165
H 7.68417 -14.54985 -7.03734
H 9.44711 -16.38915 -5.75137
H 8.04447 -16.95785 -6.64730
H 7.37489 -17.00718 -4.35234
H 6.61442 -15.77681 -5.27463
H 7.28751 -15.22627 -2.74923
H 7.72518 -13.96744 -3.95424
H 9.18350 -16.64938 -1.84116
H 11.54460 -16.39698 -0.89426
H 13.02556 -14.67619 -1.92708
H 12.16249 -13.19544 -3.74833
C 13.15124 -9.08076 -9.32786
C 14.06183 -8.89483 -8.16549
C 14.86326 -7.78053 -7.93838
C 15.61105 -7.62336 -6.77927
C 15.76374 -8.68958 -5.89110
C 14.96766 -9.85695 -6.04979
C 14.10824 -9.90472 -7.11547
N 13.25990 -11.06242 -7.22223
C 12.10659 -11.21659 -6.52458
N 11.83206 -10.40288 -5.47023
C 10.56239 -9.97034 -4.96507
C 9.42347 -10.72516 -4.90560
C 8.34270 -10.34146 -4.13126
C 8.32394 -9.14793 -3.45195
C 9.45645 -8.34033 -3.52487
C 10.60639 -8.76853 -4.16314
C 11.87028 -7.98623 -3.97647
N 11.24060 -12.17046 -6.86305
C 11.62652 -13.11085 -7.87947
C 12.77169 -13.92371 -7.71023
C 13.20355 -14.81520 -8.70369
C 12.39714 -15.00629 -9.82244
C 11.18082 -14.32625 -9.90155
C 10.82347 -13.31983 -9.01393
C 9.57400 -12.54985 -9.35028
H 13.54194 -8.40731 -10.09808
H 12.14118 -8.80500 -9.06924
H 13.11409 -10.09279 -9.74911
H 14.95050 -7.00761 -8.66343
H 16.05817 -6.67088 -6.64163
H 16.58060 -8.71566 -5.15537
H 14.96955 -10.73648 -5.40957
H 13.30585 -11.54628 -8.15074
H 12.61442 -9.83319 -5.08913
H 7.48403 -10.96640 -4.04809
H 7.49202 -8.79726 -2.89846
H 9.45625 -7.45226 -2.92860
H 11.54716 -7.00399 -3.49409
H 12.31833 -7.69425 -4.93496
H 12.62482 -8.40943 -3.32319
H 13.41432 -13.86010 -6.79136
H 14.02386 -15.44950 -8.60455
H 12.57751 -15.74849 -10.57547
H 10.50863 -14.58190 -10.73362
H 8.73663 -13.21179 -9.56554
H 9.74479 -11.96736 -10.24156
H 9.22723 -11.85272 -8.56155
```

HOMO-LUMO gap   0.2264 Ha
Net charge   +2
E_HOMO   -13.5096 eV
Calculated total energy   -1646.8348 Eh

Here are the natural (NBO) charges for atoms 1 to 4, given in e:
1 In 1.77
2 O -0.72
3 C -0.08
4 C -0.43


No. 3
C30H33N2O11Y | ωB97M-V/def2-TZVPD

Structure (XYZ):
```
77
Properties=species:S:1:pos:R:3
C -0.65459 -6.47657 -1.67181
C 0.05980 -5.06124 -1.76589
C -1.35643 -6.54529 -0.31113
C -0.89873 -5.32880 0.54439
H -1.08842 -7.47714 0.19525
H -2.43713 -6.53032 -0.48525
C 0.36836 -4.75683 -0.31811
H -0.66249 -4.35095 -2.20587
H 0.96954 -5.09707 -2.40087
C 1.26439 -3.54549 0.07946
H 1.07413 -5.57455 -0.08635
H -0.39896 -5.68494 1.46911
C -2.14116 -4.65838 0.98990
C -1.58667 -6.69740 -2.85345
C 0.28809 -7.68479 -1.80700
O 0.08703 -8.73756 -1.21455
O -2.37293 -5.84814 -3.26365
O -1.48837 -7.92519 -3.38018
O 1.32496 -7.50174 -2.63667
C 2.12139 -8.68871 -2.83634
H 2.86879 -8.38640 -3.56710
H 1.49712 -9.50312 -3.22591
H 2.59338 -8.99708 -1.89464
C -2.25909 -8.13820 -4.56697
H -3.32761 -7.95682 -4.38516
H -2.07235 -9.17889 -4.83708
H -1.90208 -7.46566 -5.35859
O 1.04115 -2.22588 -0.34173
H 2.25096 -3.80466 -0.34741
H 1.36478 -3.58327 1.17154
C -2.13666 -4.04160 2.34068
C -3.22786 -4.28443 0.05788
H -4.16150 -4.79822 0.33403
H -3.01739 -4.49897 -1.00461
H -3.43766 -3.20242 0.16703
H -2.53801 -3.01405 2.27481
H -1.10985 -3.99936 2.74772
H -2.76135 -4.58159 3.07474
Y 0.61300 -0.32619 0.21892
C 2.01467 0.77256 2.15117
C 2.57175 -0.54039 2.00060
C 3.17423 -0.61060 0.70154
H 2.62348 -1.30146 2.78083
C 3.00254 0.65432 0.05884
C 2.32283 1.52010 0.97649
H 2.19399 2.59383 0.85558
H 1.54963 1.16349 3.05385
H 3.78606 -1.43937 0.34280
H 3.42446 0.96696 -0.89412
C -2.12388 0.04337 -2.06890
C -0.99542 0.87210 -2.29903
C 0.10974 0.03662 -2.64243
H -0.99708 1.96114 -2.28506
C -0.35433 -1.32097 -2.63671
C -1.72958 -1.31817 -2.27365
H -2.38855 -2.18458 -2.21872
H -3.13056 0.38264 -1.82123
H 1.09514 0.37665 -2.95059
H 0.22380 -2.19410 -2.92376
O -0.31517 1.85734 0.02014
C -0.82304 1.77558 1.19863
O -0.91488 0.64110 1.80438
C -1.13461 3.08235 1.89614
C -1.68077 3.12915 3.18749
C -1.81402 4.37377 3.84188
C -1.40194 5.56722 3.24611
C -0.85693 5.49322 1.96397
C -0.74003 4.27135 1.26969
N -0.35387 6.69763 1.36007
O -0.44876 7.77057 1.99159
O 0.16452 6.62482 0.22758
N -2.37751 4.48880 5.16451
O -2.78683 3.47851 5.76418
O -2.43261 5.63803 5.66257
H -2.00057 2.21707 3.68224
H -1.49880 6.52377 3.75704
H -0.33484 4.27188 0.26229
```

HOMO-LUMO gap (spin up / spin down)   0.1817 / 0.1242 Ha
Net charge   -2
E_HOMO (spin up / spin down)   -1.6541 / -0.0893 eV
Calculated total energy   -2138.3533 Eh

Here are the Mulliken charges for atoms 1 to 4, given in e:
1 C 3.21
2 C -0.97
3 C -1.90
4 C 0.71


F_max across the listed records, respectively: 9.8; 2.9; 3.1 eV Å⁻¹.